Molecular formula: C3H6NPS
Method: DFT, ωB97M-V with the def2-TZVPD basis set

The geometry in ORCA input format:
```
! wB97M-V def2-TZVPD RIJCOSX def2/J DEFGRID3
* xyz 0 1
C -3.58208 2.21724 -0.47951
C 1.19654 -1.25594 1.50568
C 0.75139 -1.36412 -1.09449
N -2.81288 2.98452 -0.90783
P 0.31444 -0.31812 0.17404
S 0.78018 1.47832 -0.11590
H 1.08357 -2.24495 1.33489
H 2.27201 -0.94530 1.49362
H 0.79725 -0.90725 2.53652
H 0.64183 -0.87826 -2.06346
H 0.86221 -2.51633 -1.23726
H -2.30448 3.75019 -1.14629
*
```

Values from the calculation:
**LUMO level (alpha / beta)**: -0.0475 / -0.0438 hartree

Löwdin charges in e: -0.072, -0.298, -0.263, 0.052, 0.262, 0.142, -0.024, 0.060, 0.069, -0.011, 0.060, 0.023